37
Properties=species:S:1:pos:R:3:forces:R:3 method="wB97M-V/def2-TZVPD" e_above_lowest_kcal_mol=0.0 e_homo_ev=-13.586 lumo_ev=-8.969 total_charge=+2 total_energy_ha=-1079.55412
Ba -0.363 1.354 -2.726 1.2 -0.5 0.4
Ba -2.307 -0.756 0.427 -0.9 0.4 2.8
O 0.041 -0.512 -0.917 -0.9 1.2 -1.6
H 0.789 -0.833 -1.448 0.0 -0.2 0.3
C -3.609 1.479 2.702 -1.2 -1.3 -1.7
O -2.241 1.532 2.155 0.8 -0.3 -0.4
O -4.052 0.227 2.461 1.4 0.2 -0.6
C -3.624 1.996 4.144 0.5 -0.6 0.9
F -4.660 1.576 4.875 0.4 0.2 -0.7
F -2.489 1.585 4.781 -0.5 0.5 -0.2
F -3.643 3.350 4.116 0.2 -0.4 0.2
C -1.576 2.784 2.007 0.1 -0.1 -0.4
C -0.225 2.531 1.346 -0.1 0.4 0.2
H 0.168 3.464 0.938 0.0 0.0 0.0
H 0.515 2.150 2.047 0.0 -0.3 -0.1
H -0.326 1.805 0.517 0.0 -0.1 0.0
H -1.424 3.271 2.969 -0.1 0.0 0.0
H -2.179 3.426 1.356 -0.1 0.2 0.2
H -4.170 2.201 2.089 -0.1 0.5 0.2
C 2.781 -1.387 1.181 0.7 0.0 -0.2
O 2.137 -0.122 1.056 -0.5 0.2 -0.1
H 3.460 -1.549 0.335 -0.2 -0.2 -0.1
H 3.434 -1.384 2.053 -0.2 0.3 0.1
H 2.090 -2.222 1.291 -0.1 0.0 -0.1
H 1.461 -0.174 0.361 0.4 -0.2 0.5
C 2.819 -0.699 -5.036 1.1 0.1 -1.4
O 1.783 -0.715 -4.064 -1.2 0.8 1.0
H 2.465 -0.497 -6.051 -0.3 0.1 0.2
H 3.538 0.083 -4.800 -0.2 0.0 0.3
H 3.391 -1.626 -5.115 -0.3 -0.2 0.5
H 1.028 -1.237 -4.351 0.5 -0.5 -0.4
C 0.943 -3.740 -2.033 0.9 -0.2 -0.2
O 0.450 -3.358 -0.766 -0.7 0.1 0.3
H 0.703 -4.775 -2.276 -0.5 0.1 0.2
H 0.578 -3.089 -2.833 -0.1 0.0 -0.1
H 2.040 -3.732 -2.041 -0.1 0.3 0.0
H 0.274 -2.407 -0.749 0.3 -0.4 -0.1

42
Properties=species:S:1:pos:R:3:forces:R:3 method="wB97M-V/def2-TZVPD" e_homo_ev="-15.799 / -15.799" lumo_ev="-10.934 / -12.442" multiplicity=7 total_charge=+2 total_energy_ha=-7472.09609
Mn 13.432 6.593 -0.731 -0.1 1.6 0.7
C 16.279 7.682 0.849 -0.7 0.1 -1.0
O 15.068 7.390 0.253 0.9 -0.3 0.0
H 16.027 7.995 1.862 -0.4 0.4 1.0
H 16.897 6.824 1.114 0.1 -0.5 -0.3
H 16.787 8.530 0.391 0.0 -0.1 -0.2
Br 18.229 3.234 2.338 -0.6 0.1 -0.6
C 16.611 3.172 1.200 -0.5 -0.9 0.2
C 15.595 2.218 1.936 1.2 1.3 -0.7
Br 13.865 2.123 1.011 0.5 0.4 0.1
H 16.869 2.845 0.193 0.3 -0.5 0.3
H 16.250 4.189 1.045 -0.2 0.1 0.6
H 15.480 2.651 2.930 -0.5 -0.5 -0.1
H 16.003 1.208 1.966 -0.2 0.2 0.1
C 12.353 10.283 1.491 -0.7 -1.3 0.1
N 12.648 9.677 0.123 1.8 5.0 -0.6
O 12.415 8.500 -0.071 -0.2 -3.8 -0.4
O 13.083 10.430 -0.728 -0.7 -1.6 1.3
H 13.060 11.048 1.812 -0.1 0.0 -0.7
H 12.348 9.443 2.186 0.0 0.1 0.0
H 11.330 10.641 1.383 0.1 0.3 0.1
C 18.942 5.308 -0.387 0.2 -1.6 -0.1
N 19.448 5.910 -1.658 -0.1 0.1 0.3
O 20.589 5.666 -1.917 0.5 0.0 -0.1
O 18.703 6.587 -2.342 -0.6 0.2 0.2
H 19.344 5.795 0.501 -0.2 0.4 -0.3
H 19.360 4.302 -0.400 0.4 0.1 0.2
H 17.876 5.082 -0.418 -0.1 0.9 0.0
C 16.176 11.729 0.911 0.3 0.0 -0.1
N 15.724 13.136 0.473 0.5 -3.0 -3.3
O 15.690 13.927 1.338 -0.5 1.9 1.0
O 15.472 13.249 -0.754 0.3 0.2 2.7
H 16.850 11.820 1.763 -0.2 0.3 0.0
H 16.703 11.208 0.112 -0.2 0.4 -0.2
H 15.303 11.141 1.195 -0.1 0.3 0.0
C 17.968 7.245 4.142 0.1 0.5 -1.1
N 19.356 7.815 3.825 0.4 -1.8 -0.4
O 20.083 8.091 4.753 -0.8 0.3 -1.2
O 19.685 7.668 2.620 -0.6 0.9 1.9
H 17.993 6.296 3.605 0.1 -0.4 0.8
H 17.223 7.785 3.558 0.2 0.6 0.3
H 17.697 7.261 5.198 0.5 -0.2 -0.2

40
Properties=species:S:1:pos:R:3:forces:R:3 method="wB97M-V/def2-TZVPD" e_above_lowest_kcal_mol=18.0 e_homo_ev=-1.990 lumo_ev=4.066 total_charge=-2 total_energy_ha=-3267.97796
Pd 0.563 -0.169 -0.678 0.1 0.0 -0.3
O -1.167 1.907 -0.939 -0.1 -0.2 -0.1
Cl -0.722 2.778 0.124 -0.3 0.0 0.2
O -1.292 4.088 -0.048 0.0 0.1 0.0
O 0.708 2.843 0.133 0.4 0.2 0.1
O -1.177 2.232 1.400 0.0 0.0 0.1
N -0.376 -0.588 1.130 -0.1 0.0 0.2
H -1.111 -1.278 0.994 0.1 0.0 -0.1
H -0.796 0.289 1.449 0.1 0.0 0.0
H 0.279 -0.940 1.818 -0.1 0.0 0.1
Cl 1.567 0.486 -2.638 0.2 -0.1 -0.2
I 2.610 -2.542 0.843 0.0 0.1 0.0
C 2.344 -0.498 0.093 -0.1 0.0 0.1
H 3.134 -0.395 -0.642 0.0 0.0 0.0
H 2.542 0.125 0.962 -0.1 0.0 0.0
C 1.078 -3.311 -3.205 0.1 0.0 0.0
C -0.063 -4.305 -3.298 0.0 0.0 0.1
C -0.226 -5.109 -2.017 0.0 -0.1 0.0
O -1.245 -3.611 -3.732 -0.1 0.0 0.0
P -2.484 -3.083 -2.816 0.1 0.1 -0.1
S -3.730 -4.542 -2.378 0.0 0.0 0.0
S -1.784 -1.974 -1.323 -0.1 0.0 0.0
O -3.225 -2.197 -3.942 0.1 0.0 0.1
C -2.661 -1.230 -4.849 -0.1 0.0 0.0
C -2.291 -1.937 -6.146 0.0 0.0 0.0
C -1.519 -0.392 -4.309 0.0 0.0 0.0
H 2.015 -3.824 -2.974 0.0 0.0 0.0
H 0.883 -2.579 -2.421 0.0 0.0 0.0
H 1.197 -2.770 -4.145 0.0 0.0 0.0
H 0.133 -5.010 -4.115 0.0 0.0 0.0
H -0.310 -4.453 -1.151 0.0 0.0 0.0
H 0.663 -5.735 -1.896 0.0 0.0 0.0
H -1.111 -5.742 -2.062 0.0 0.0 0.0
H -3.507 -0.563 -5.043 0.0 0.0 0.0
H -1.485 -2.646 -5.962 0.0 0.0 0.0
H -1.958 -1.207 -6.888 0.0 0.0 0.0
H -3.150 -2.480 -6.543 0.0 0.0 0.0
H -0.626 -0.980 -4.102 0.0 0.0 0.0
H -1.789 0.126 -3.390 0.0 0.0 0.0
H -1.263 0.357 -5.064 0.0 0.0 0.0

37
Properties=species:S:1:pos:R:3:forces:R:3 method="wB97M-V/def2-TZVPD" e_homo_ev=-5.679 lumo_ev=-0.736 total_energy_ha=-1670.71705
O 6.484 -0.530 2.497 -3.2 4.2 -0.7
P 5.511 0.733 2.310 5.3 -3.1 -0.9
O 5.644 1.345 0.651 -0.4 -1.7 2.2
O 6.165 2.005 3.326 0.0 -1.5 -2.9
P 3.419 0.210 2.813 -2.5 1.0 -1.0
N 2.605 0.130 1.226 -0.9 -0.9 1.6
C 1.151 -0.269 1.343 1.3 0.6 -0.3
C 0.250 0.662 2.348 -1.7 -0.3 -0.4
C 0.004 2.193 1.808 1.2 0.3 2.1
F -0.536 2.253 0.402 1.4 0.2 3.7
F -1.003 2.850 2.714 2.9 -1.6 -3.3
F 1.269 2.952 1.942 -4.8 -2.0 -1.1
H 5.569 0.560 0.023 0.0 1.2 1.5
H 7.130 2.120 3.017 -2.1 -0.5 0.6
H 3.529 -1.110 3.429 0.8 0.2 -0.8
H 0.987 -1.419 1.615 0.0 2.1 -0.1
H 0.685 -0.148 0.251 1.0 -0.1 2.0
H 0.625 0.694 3.462 -0.5 0.3 -2.4
H -0.828 0.152 2.391 1.9 1.3 0.0
C -3.577 -1.767 -1.076 -0.1 -0.2 0.4
C -3.083 -0.334 -1.210 -0.5 -0.5 -0.3
C -3.090 0.180 -2.660 0.9 0.4 0.0
O -1.998 -0.394 -3.389 -1.0 0.2 0.2
C -2.342 -1.564 -4.129 0.5 -0.3 -0.2
N -1.666 -0.283 -0.731 0.3 0.2 -0.3
H -2.857 -2.497 -1.459 -0.1 0.2 -0.1
H -3.747 -2.012 -0.021 0.0 0.0 -0.1
H -4.523 -1.908 -1.606 0.2 0.1 0.1
H -3.671 0.325 -0.565 0.1 0.0 -0.1
H -2.909 1.260 -2.643 0.0 -0.1 -0.1
H -4.055 0.028 -3.157 0.2 -0.2 0.2
H -3.399 -1.592 -4.409 0.1 0.1 0.1
H -2.088 -2.448 -3.541 -0.2 -0.1 -0.1
H -1.737 -1.582 -5.039 -0.1 0.1 0.2
H -1.508 -0.800 0.142 0.0 0.2 -0.2
H -1.345 0.685 -0.603 0.2 0.0 0.3
H -1.064 -0.682 -1.472 -0.2 0.1 0.2

41
Properties=species:S:1:pos:R:3:forces:R:3 method="wB97M-V/def2-TZVPD" e_homo_ev=-3.122 lumo_ev=-0.395 total_charge=-1 total_energy_ha=-2673.24440
C 0.077 2.854 0.187 -0.2 -0.4 0.0
C 1.085 1.840 -0.289 0.0 0.8 0.2
O 0.433 0.840 -1.125 0.0 -0.2 0.7
P 1.306 -0.441 -1.483 -0.3 -0.3 -0.9
O 2.064 -0.277 -2.730 0.4 0.1 -0.2
C 0.087 -1.774 -1.658 -0.3 0.1 0.4
C -1.374 -1.313 -1.781 0.0 -0.2 -0.3
P -2.146 -0.850 -0.190 0.0 0.5 0.1
I -0.557 -0.837 1.899 0.8 0.1 1.2
P -3.218 1.027 -0.477 -0.5 -0.1 -1.6
N -3.773 1.310 -1.913 0.3 0.1 0.3
P -3.659 -2.353 0.207 -0.4 -0.3 -0.6
O -4.445 -2.724 -0.964 -0.1 -0.1 -0.3
O -2.819 -3.568 0.776 -0.1 -0.1 0.1
O -4.488 -1.863 1.479 0.4 0.2 0.0
O 2.160 -0.859 -0.226 0.2 0.2 -0.1
C 3.489 -0.291 -0.055 0.3 0.0 0.6
C 4.426 -1.428 0.287 -0.7 -0.1 -0.1
H -0.614 3.115 -0.613 0.0 0.2 -0.1
H 0.586 3.734 0.558 0.1 0.1 0.0
H -0.454 2.445 1.044 -0.2 0.1 0.1
H 1.861 2.343 -0.863 0.1 -0.2 -0.3
H 1.540 1.394 0.589 0.1 -0.2 0.0
H 0.210 -2.496 -0.855 0.0 0.0 0.1
H 0.343 -2.276 -2.586 0.1 0.0 -0.1
H -1.979 -2.118 -2.196 -0.1 -0.1 -0.1
H -1.434 -0.469 -2.463 -0.1 0.2 0.0
H -4.220 0.953 0.522 0.2 0.0 0.3
H -2.357 2.042 -0.047 -0.1 -0.2 0.5
H -3.617 0.570 -2.581 -0.2 -0.1 -0.1
H -2.428 -3.349 1.633 0.3 0.0 0.1
H -4.577 -0.904 1.472 -0.3 0.2 0.2
H 3.432 0.409 0.776 -0.1 0.1 0.1
H 3.808 0.255 -0.936 -0.1 -0.1 -0.3
H 4.098 -1.858 1.230 0.2 -0.1 0.2
H 4.325 -2.203 -0.469 0.3 -0.1 -0.1
H 5.451 -1.083 0.363 0.2 0.0 0.0
C 1.822 2.572 3.373 0.8 -0.8 0.0
O 0.727 3.160 3.197 0.0 0.0 0.0
O 2.180 2.107 4.504 -0.4 0.3 -0.3
O 2.648 2.364 2.406 -0.6 0.2 0.1

31
Properties=species:S:1:pos:R:3:forces:R:3 method="wB97M-V/def2-TZVPD" e_above_lowest_kcal_mol=26.5 e_homo_ev=-15.595 lumo_ev=-5.543 total_charge=+2 total_energy_ha=-551.27180
C 1.800 1.241 3.411 0.4 -0.4 0.5
C 0.755 1.851 2.952 0.0 -0.5 -2.0
C 0.874 -0.808 0.478 -0.3 -0.4 0.2
C 0.826 0.486 -1.553 -0.2 0.1 -0.2
C -0.331 -1.621 -0.011 0.3 0.0 0.4
C -0.402 -0.298 -2.024 0.2 0.3 -0.2
C 0.808 1.600 0.658 0.0 0.6 2.4
N 0.839 0.527 -0.091 0.1 -0.1 -0.5
N -0.239 2.648 3.194 -0.3 0.4 0.2
N 0.763 2.820 0.176 0.1 0.1 -0.8
N -0.408 -1.663 -1.479 0.1 -0.1 -0.1
N -2.518 -2.949 -2.307 -0.1 -0.1 0.0
H 1.929 1.157 4.484 -0.1 0.1 0.1
H 2.560 0.777 2.808 0.0 0.0 -0.2
H 0.858 -0.740 1.565 0.0 0.0 -0.1
H 1.802 -1.302 0.167 0.0 0.0 0.1
H 1.743 -0.002 -1.903 0.0 0.1 0.0
H 0.797 1.489 -1.973 0.0 -0.1 0.0
H -0.264 -2.638 0.376 0.0 0.0 0.0
H -1.253 -1.163 0.358 0.0 -0.1 0.0
H -1.311 0.205 -1.683 0.0 0.0 -0.1
H -0.411 -0.339 -3.114 0.0 0.0 0.0
H -0.078 3.599 3.498 0.0 0.0 0.0
H -1.199 2.363 3.061 0.1 0.0 0.1
H 0.830 3.067 -0.808 -0.1 0.0 0.2
H 0.796 3.603 0.808 0.0 -0.1 0.1
H 0.405 -2.163 -1.843 0.0 0.0 0.0
H -1.546 -2.362 -1.911 0.0 0.0 0.0
H -3.348 -2.721 -1.757 0.0 -0.1 -0.1
H -2.701 -2.704 -3.281 -0.1 -0.1 0.1
H -2.375 -3.960 -2.255 -0.1 0.1 0.0